[1]
Computed, not measured: a molecular structure, C31H47MoNO4P2 at a distorted geometry, with the ωB97M-V functional and the def2-TZVPD basis.

As for the net charge: +2. Its calculated total energy is -62998.2041 eV. As for the multiplicity: 3. As for the expectation value of S²: 2.399. As for the HOMO-LUMO gap (spin up / spin down): 0.172 / 0.148 Ha. As for the HOMO energy (spin up / spin down): -13.3 / -13.3 eV.

Each line ends with the Löwdin charge.
CARTESIAN COORDINATES (ANGSTROEM)
Mo -0.197 -1.795 -1.692  1.430
C -2.191 -0.790 -1.562  -0.321
C -2.244 -2.057 -0.858  -0.327
C -1.078 -0.546 0.473  -0.199
C -1.451 0.138 -0.726  -0.226
C -1.529 -1.891 0.384  -0.234
C -2.959 -0.443 -2.788  -0.008
H -3.231 -1.348 -3.336  0.088
H -2.372 0.197 -3.454  0.083
H -3.884 0.095 -2.536  0.119
C -1.190 1.586 -0.995  -0.018
H -1.511 1.881 -2.006  0.097
H -0.115 1.845 -0.885  0.038
H -1.721 2.220 -0.265  0.119
C -0.430 0.115 1.634  -0.036
H -1.088 0.921 1.991  0.124
H 0.537 0.579 1.374  0.040
H -0.259 -0.597 2.446  0.085
C -1.415 -2.915 1.454  0.007
H -2.068 -2.689 2.311  0.124
H -0.385 -2.973 1.832  0.078
H -1.674 -3.913 1.091  0.091
C -3.076 -3.243 -1.228  -0.014
H -4.102 -3.171 -0.841  0.122
H -2.646 -4.165 -0.814  0.087
H -3.119 -3.367 -2.318  0.094
C 2.078 -2.988 -4.630  -0.125
C 0.781 -3.093 -4.946  -0.118
C -0.058 -4.327 -4.734  -0.149
C -0.254 -4.783 -3.281  -0.141
C -0.015 -3.743 -2.240  -0.288
C 1.274 -3.346 -1.793  -0.230
C 2.564 -3.974 -2.303  -0.140
C 2.858 -3.977 -3.824  -0.157
H 0.358 -5.205 -5.264  0.141
H 0.403 -5.629 -3.056  0.133
H -1.063 -4.142 -5.146  0.121
H 2.759 -5.017 -4.194  0.133
H 2.721 -2.287 -5.169  0.120
H 0.337 -2.370 -5.631  0.116
H 3.921 -3.706 -3.934  0.124
H 3.406 -3.471 -1.805  0.099
H 1.358 -3.043 -0.714  0.030
H 2.612 -5.023 -1.954  0.144
H -1.292 -5.124 -3.149  0.126
H -0.802 -3.694 -1.462  0.077
P 1.638 0.563 -2.071  0.996
P 2.247 -1.269 0.810  0.927
C 3.264 -0.269 -1.779  -0.340
C 3.622 -0.796 -0.368  -0.359
H 3.981 0.527 -2.020  0.103
H 3.400 -1.029 -2.562  0.073
H 4.287 -1.671 -0.467  0.085
H 4.141 0.011 0.191  0.066
C 2.764 -0.471 2.381  -0.224
H 1.934 -0.522 3.099  0.054
H 3.034 0.577 2.225  0.034
H 3.630 -1.014 2.777  0.074
C 2.540 -2.994 1.422  -0.258
H 3.553 -3.360 1.186  0.067
H 1.785 -3.674 1.012  0.016
H 2.408 -2.975 2.517  0.059
C 1.960 2.267 -2.688  -0.186
H 1.059 2.687 -3.165  0.066
H 2.789 2.274 -3.406  0.083
H 2.248 2.883 -1.827  0.052
C 0.856 -0.042 -3.626  -0.253
H -0.028 -0.706 -3.400  -0.011
H 1.559 -0.562 -4.278  0.038
H 0.482 0.831 -4.176  0.072
O 4.168 2.067 0.909  0.003
C 2.994 2.480 0.760  -0.601
O 2.022 1.926 0.129  -0.180
C 2.611 3.772 1.450  -0.112
C 1.239 4.015 1.669  -0.019
C 0.810 5.176 2.308  0.020
C 1.770 6.122 2.721  -0.142
C 3.151 5.893 2.502  0.035
C 3.566 4.717 1.891  0.014
N 1.383 7.254 3.491  -0.316
O 0.183 7.443 3.782  0.072
O 2.298 8.024 3.874  0.068
H 0.498 3.278 1.348  0.094
H -0.246 5.338 2.506  0.119
H 3.872 6.630 2.848  0.127
H 4.614 4.471 1.749  0.124



[2]
Computed, not measured: a molecular structure, C31H48Cl3InN4O4Si at a distorted geometry, with the ωB97M-V functional and the def2-TZVPD basis.

As for the net charge: 0. Its calculated total energy is -97694.8445 eV. As for the HOMO-LUMO gap: 0.123 Ha. As for the HOMO energy: -3.5 eV.

Each line ends with the Löwdin charge.
CARTESIAN COORDINATES (ANGSTROEM)
C -2.030 -2.037 -5.171  -0.030
C -1.275 -2.382 -3.910  -0.445
H -2.453 -2.936 -5.635  0.071
H -1.299 -1.568 -5.857  0.088
H -2.853 -1.345 -4.986  0.066
C -0.462 -3.526 -3.923  -0.198
C -0.466 -4.486 -5.044  -0.204
H 0.162 -3.768 -3.084  0.033
H 0.163 -4.158 -5.883  0.046
H -1.472 -4.693 -5.455  0.048
H -0.061 -5.437 -4.673  0.057
In -0.468 2.208 0.492  0.047
Cl -2.855 2.296 0.237  0.101
Cl 1.170 3.837 -0.166  0.131
H 0.839 6.141 3.560  0.096
H -1.273 7.209 2.670  0.096
C 0.741 5.316 2.847  -0.041
C -1.309 6.414 1.912  -0.017
N -0.666 5.214 2.447  -0.165
H 1.054 4.373 3.304  0.089
C -1.280 4.045 2.411  -0.338
O -0.655 2.944 2.625  -0.137
H -2.354 6.176 1.666  0.101
H -2.352 4.045 2.151  0.103
H 1.371 5.526 1.973  0.056
H -0.786 6.758 1.003  0.106
H 2.153 -0.793 -3.861  0.098
H 2.467 -3.253 -2.941  0.085
C 3.076 -0.613 -3.283  -0.037
C 3.247 -2.857 -2.268  -0.057
N 3.037 -1.425 -2.080  -0.187
H 3.155 0.439 -3.015  0.062
C 2.829 -0.864 -0.854  -0.324
O 2.652 0.343 -0.660  -0.076
H 3.193 -3.369 -1.296  0.082
H 2.823 -1.622 -0.041  0.139
H 3.936 -0.923 -3.891  0.092
H 4.231 -3.036 -2.733  0.089
O -0.700 -1.125 -3.304  -0.223
C -1.721 -1.766 -2.557  -0.267
C -0.109 -2.882 -0.970  -0.060
C -1.415 -2.513 -1.317  -0.186
H 0.708 -2.436 -1.543  0.083
C 0.118 -3.867 -0.005  -0.091
H -2.675 -1.221 -2.534  0.138
C -2.467 -2.997 -0.507  -0.026
H 1.125 -4.257 0.146  0.090
C -0.949 -4.416 0.725  -0.133
C -2.248 -3.958 0.477  -0.119
H -3.475 -2.633 -0.690  0.108
H -0.777 -5.221 1.451  0.095
H -3.090 -4.371 1.043  0.096
Si -0.489 1.814 -3.424  0.468
Cl -0.246 0.717 -1.348  0.528
C 1.265 2.358 -3.788  -0.192
C -1.456 3.318 -2.813  -0.245
C -1.356 1.099 -4.844  -0.188
H 1.980 2.104 -2.998  0.007
H 1.290 3.455 -3.895  0.042
H 1.606 1.916 -4.737  0.040
H -0.696 0.505 -5.478  0.044
H -1.739 1.930 -5.448  0.053
H -2.217 0.510 -4.541  0.027
H -2.463 3.035 -2.487  0.003
H -1.550 4.045 -3.634  0.042
H -0.986 3.842 -1.972  -0.030
C 1.304 0.132 5.933  0.019
N 1.435 0.413 4.523  -0.056
N 0.475 0.045 3.657  0.061
C 0.871 0.390 2.399  -0.393
O 0.065 0.286 1.405  -0.133
C 2.176 0.932 2.513  0.073
C 2.483 0.937 3.856  -0.245
C 3.712 1.392 4.532  -0.015
C -0.725 -0.625 4.018  -0.183
C -1.632 -0.027 4.894  -0.025
C -2.745 -0.756 5.309  -0.073
C -2.975 -2.044 4.813  -0.069
C -2.099 -2.601 3.874  -0.053
C -0.990 -1.874 3.449  0.021
H 0.471 0.687 6.376  0.089
H 2.231 0.447 6.411  0.090
H 1.147 -0.938 6.111  0.111
H 2.758 1.262 1.670  0.111
H 3.512 2.159 5.294  0.092
H 4.259 0.564 5.007  0.097
H 4.370 1.838 3.777  0.095
H -1.451 0.996 5.230  0.117
H -3.435 -0.314 6.031  0.107
H -3.848 -2.616 5.143  0.109
H -2.272 -3.599 3.472  0.102
H -0.296 -2.263 2.703  0.121



[3]
Computed, not measured: a molecular structure, C31H48LuO3P2 at a distorted geometry, with the ωB97M-V functional and the def2-TZVPD basis.

As for the net charge: +1. Its calculated total energy is -91253.9500 eV. As for the HOMO-LUMO gap (spin up / spin down): 0.256 / 0.165 Ha. As for the HOMO energy (spin up / spin down): -9.6 / -8.8 eV.

Each line ends with the Löwdin charge.
CARTESIAN COORDINATES (ANGSTROEM)
Lu -1.111 1.115 -0.396  1.412
C 1.765 0.701 0.771  -0.212
C 0.811 0.256 1.743  -0.284
C 1.380 -1.530 0.400  -0.214
C 2.112 -0.405 -0.048  -0.190
C 0.559 -1.126 1.484  -0.196
C 2.445 2.031 0.759  -0.027
H 1.842 2.814 1.241  0.054
H 2.661 2.366 -0.271  0.087
H 3.407 1.981 1.305  0.111
C 3.177 -0.439 -1.078  -0.004
H 3.498 0.574 -1.335  0.080
H 2.835 -0.927 -1.994  0.081
H 4.056 -0.986 -0.713  0.104
C 1.585 -2.931 -0.043  -0.020
H 2.397 -3.417 0.530  0.101
H 1.875 -2.979 -1.103  0.085
H 0.686 -3.539 0.090  0.077
C -0.306 -2.018 2.287  -0.027
H 0.284 -2.582 3.037  0.114
H -0.827 -2.758 1.651  0.086
H -1.078 -1.455 2.833  0.064
C 0.373 0.994 2.952  -0.059
H 0.948 0.674 3.837  0.103
H -0.688 0.814 3.173  0.072
H 0.522 2.074 2.852  0.068
C -3.408 4.708 -1.536  -0.153
C -2.571 5.166 -0.558  -0.232
C -3.097 5.723 0.733  -0.175
C -4.062 4.754 1.482  -0.174
C -3.874 3.306 1.192  -0.135
C -4.702 2.692 0.317  -0.168
C -5.457 3.333 -0.794  -0.152
C -4.891 4.676 -1.360  -0.148
H -3.655 6.668 0.532  0.131
H -5.106 5.070 1.264  0.118
H -2.257 5.975 1.414  0.117
H -5.235 5.502 -0.720  0.107
H -3.046 4.401 -2.514  0.095
H -1.552 5.489 -0.731  0.069
H -5.350 4.825 -2.348  0.125
H -5.593 2.634 -1.640  0.120
H -4.967 1.653 0.488  0.058
H -6.480 3.563 -0.447  0.132
H -3.924 4.926 2.569  0.125
H -3.265 2.750 1.897  0.097
P -0.778 3.467 -1.418  0.844
P -3.328 -0.473 0.630  0.906
C -2.672 2.061 -1.636  -0.475
C -3.344 0.783 -1.264  -0.365
H -2.745 2.305 -2.704  0.096
H -3.032 2.868 -0.977  -0.022
H -4.416 0.981 -1.160  0.037
H -3.211 -0.003 -2.025  0.070
C -4.007 -2.002 -0.087  -0.286
H -3.456 -2.860 0.348  0.053
H -3.827 -2.002 -1.178  0.044
H -5.092 -2.134 0.108  0.058
C -4.484 -0.169 2.038  -0.303
H -5.546 -0.325 1.795  0.054
H -4.345 0.860 2.395  0.015
H -4.219 -0.837 2.875  0.056
C -0.300 4.680 -2.660  -0.288
H 0.612 5.220 -2.361  0.052
H -1.143 5.370 -2.813  0.033
H -0.095 4.130 -3.597  0.060
C -0.694 3.462 0.433  -0.357
H -0.539 2.502 0.958  -0.028
H -1.613 3.881 0.833  0.004
H 0.140 4.115 0.703  0.074
O -0.829 -3.703 -2.422  0.048
C -0.115 -3.140 -3.415  -0.257
C 0.370 -3.989 -4.425  -0.002
C 1.144 -3.455 -5.447  -0.068
C 1.444 -2.089 -5.479  -0.082
C 0.991 -1.253 -4.457  -0.026
C 0.158 -1.735 -3.437  -0.080
C -0.378 -0.851 -2.377  -0.528
O -0.105 0.401 -2.327  -0.149
O -1.100 -1.360 -1.430  -0.129
H -1.118 -2.933 -1.853  0.064
H 0.104 -5.050 -4.398  0.126
H 1.499 -4.099 -6.254  0.113
H 2.023 -1.667 -6.307  0.107
H 1.250 -0.206 -4.417  0.114



[4]
Computed, not measured: a molecular structure, C31H48N8O3PS2Sr, with the ωB97M-V functional and the def2-TZVPD basis.

As for the net charge: -1. Its calculated total energy is -82789.8475 eV. As for the HOMO-LUMO gap: 0.246 Ha. As for the HOMO energy: -4.5 eV.

Each line ends with the Löwdin charge.
CARTESIAN COORDINATES (ANGSTROEM)
Sr -0.903 0.211 0.383  1.255
C 2.787 2.133 2.954  -0.021
C 1.521 1.495 2.424  -0.271
N 1.412 1.103 1.202  -0.044
N 2.541 1.264 0.425  -0.100
C 2.568 0.610 -0.680  -1.174
S 1.461 -0.470 -1.469  0.420
S 4.012 0.852 -1.688  0.851
C 5.043 1.922 -0.646  -0.444
C 5.869 1.251 0.422  -0.285
C 5.552 0.003 0.946  -0.060
C 6.318 -0.549 1.963  -0.083
C 7.413 0.134 2.469  -0.110
C 7.741 1.377 1.950  -0.103
C 6.974 1.927 0.934  -0.061
C 0.444 1.265 3.402  -0.125
C 0.336 2.175 4.465  -0.072
C -0.519 1.994 5.530  -0.123
C -1.272 0.822 5.587  -0.112
C -1.188 -0.106 4.580  -0.040
C -0.380 0.085 3.423  -0.424
O -0.409 -0.793 2.483  -0.276
H 3.649 1.808 2.377  0.053
H 2.927 1.895 4.005  0.080
H 2.724 3.222 2.861  0.086
H 4.386 2.667 -0.192  0.075
H 5.711 2.445 -1.334  0.070
H 4.697 -0.535 0.560  0.093
H 6.051 -1.519 2.364  0.101
H 8.006 -0.299 3.265  0.093
H 8.597 1.920 2.333  0.094
H 7.234 2.900 0.531  0.108
H 0.946 3.071 4.443  0.101
H -0.589 2.742 6.310  0.085
H -1.931 0.642 6.430  0.093
H -1.765 -1.023 4.614  0.101
C 0.863 3.429 -1.106  -0.115
N -0.497 2.973 -0.838  -0.269
C -1.050 3.768 0.259  -0.095
C -1.252 3.158 -2.071  -0.209
C -2.710 2.748 -2.022  -0.200
N -2.962 1.312 -1.947  -0.256
C -2.593 0.640 -3.184  -0.116
C -4.384 1.136 -1.702  -0.102
H 0.859 4.471 -1.474  0.089
H 1.329 2.793 -1.858  0.074
H 1.458 3.382 -0.199  0.068
H -1.109 4.835 -0.021  0.094
H -0.394 3.674 1.125  0.087
H -2.027 3.399 0.561  0.049
H -0.729 2.615 -2.862  0.112
H -1.227 4.227 -2.356  0.122
H -3.202 3.163 -2.922  0.123
H -3.192 3.209 -1.160  0.116
H -3.080 1.100 -4.062  0.090
H -2.891 -0.407 -3.132  0.050
H -1.513 0.666 -3.328  0.073
H -4.991 1.590 -2.505  0.094
H -4.659 1.605 -0.759  0.073
H -4.636 0.075 -1.671  0.072
N -3.237 -1.336 0.505  -0.043
C -3.850 -0.993 1.797  -0.263
C -4.612 0.321 1.788  -0.112
C -3.828 1.640 1.583  -0.704
O -4.474 2.689 1.710  -0.016
O -2.617 1.544 1.259  -0.240
H -3.889 -1.164 -0.252  0.046
H -3.023 -2.327 0.484  0.054
H -3.050 -0.971 2.540  0.089
H -4.576 -1.766 2.086  0.106
H -5.151 0.414 2.734  0.114
H -5.395 0.290 1.021  0.105
C -1.077 -5.031 -4.108  -0.209
N -1.951 -5.187 -2.947  -0.161
C -1.171 -5.799 -1.871  -0.206
N 0.049 -5.081 -1.530  -0.155
C 0.853 -4.927 -2.740  -0.193
N 0.145 -4.284 -3.844  -0.156
C -0.140 -2.881 -3.538  -0.348
P -1.210 -2.634 -2.035  0.956
C -2.499 -3.895 -2.527  -0.348
C -0.246 -3.778 -0.930  -0.339
H -1.634 -4.535 -4.907  0.121
H -0.795 -6.031 -4.450  0.121
H -0.892 -6.807 -2.193  0.121
H -1.798 -5.881 -0.980  0.123
H 1.161 -5.923 -3.071  0.122
H 1.745 -4.344 -2.502  0.130
H -0.628 -2.422 -4.403  0.086
H 0.799 -2.346 -3.381  0.035
H -3.104 -3.491 -3.345  0.079
H -3.182 -4.062 -1.687  0.076
H -0.793 -3.931 0.006  0.087
H 0.690 -3.278 -0.667  0.063